Entry from OMol25: a cluster of 2 separate species, C11H18 in total at a distorted geometry (ωB97M-V/def2-TZVPD).

Summary:
HOMO energy (eV): -8.95
Kohn-Sham gap (eV): 9.96
SMILES: Cc1ccccc1.CC(C)C
Spin multiplicity: 1
E_tot (Eh): -429.9088

XYZ file:
```
29
Properties=species:S:1:pos:R:3:forces:R:3
C -0.9263 0.0667 -3.3434 0.44 -1.60 0.36
C 0.1243 -0.2916 -2.3017 -0.40 0.87 -0.68
C 0.8304 0.7348 -1.6828 0.45 0.37 0.26
C 1.8462 0.4619 -0.7828 -0.22 -0.82 -0.06
C 2.0098 -0.8621 -0.3681 -0.41 0.82 0.83
C 1.2812 -1.8814 -0.9501 0.25 -0.06 -0.40
C 0.4122 -1.6158 -2.0049 0.60 0.20 0.20
H -1.0440 1.1244 -3.5393 -0.09 0.07 0.14
H -1.8411 -0.4445 -3.0365 -0.33 0.56 -0.06
H -0.6458 -0.4638 -4.2524 0.02 0.29 -0.36
H 0.5893 1.7778 -1.8643 -0.03 -0.12 -0.36
H 2.4959 1.2175 -0.3608 -0.32 0.21 0.08
H 2.4815 -0.9672 0.6045 0.68 -0.59 -0.46
H 1.4420 -2.8945 -0.6292 -0.02 -0.29 0.11
H 0.0483 -2.4302 -2.6198 -0.44 0.04 0.20
C -1.6707 0.9328 3.7536 -0.91 0.04 0.42
C -0.8988 1.0504 2.4510 -1.03 -0.95 -0.39
C 0.1563 -0.0743 2.4476 0.15 1.64 0.61
C -1.8298 0.8887 1.2125 0.96 -0.02 -0.44
H -2.4204 0.1357 3.6920 0.00 0.05 -0.13
H -2.2058 1.8567 3.9933 -0.05 -0.08 -0.04
H -1.0839 0.6695 4.6348 0.40 0.19 -0.14
H -0.5453 2.0779 2.3800 0.88 -0.23 0.16
H -0.2958 -1.0338 2.6685 -0.27 -0.19 -0.19
H 0.7041 -0.0974 1.5131 0.08 -0.13 0.13
H 0.7961 0.1715 3.3012 0.48 -0.34 -0.26
H -1.4951 0.0279 0.6221 -0.35 -0.25 0.26
H -2.8893 0.7989 1.4402 -0.02 0.11 -0.01
H -1.6317 1.7008 0.5051 -0.47 0.19 0.19
```
Forces are in eV/Å.